Computed, not measured: a structure of composition C24H18BF4N4O3Pd, with ωB97M-V/def2-TZVPD.

Structure (ORCA input):
```
! wB97M-V def2-TZVPD RIJCOSX def2/J DEFGRID3
* xyz 1 5
Pd 0.160 -0.194 -0.031
C 0.165 -2.439 -5.023
C -1.067 -2.562 -4.390
C -1.410 -1.727 -3.353
C -0.497 -0.737 -2.930
C 0.757 -0.627 -3.565
C 1.074 -1.468 -4.607
N -0.785 0.113 -1.903
C -1.906 0.844 -1.772
C -2.879 1.016 -2.772
C -3.979 1.813 -2.522
C -4.132 2.459 -1.298
C -3.170 2.340 -0.302
C -2.050 1.548 -0.530
N -1.029 1.337 0.345
N -0.987 1.879 1.521
C -0.044 1.433 2.334
C 0.111 1.948 3.643
C 1.128 1.470 4.426
C 1.987 0.480 3.931
C 1.787 0.003 2.648
N 0.812 0.458 1.875
H 0.424 -3.097 -5.837
H -1.761 -3.326 -4.707
H -2.340 -1.847 -2.819
H 1.425 0.162 -3.249
H 2.023 -1.364 -5.110
H -2.754 0.524 -3.724
H -4.728 1.928 -3.289
H -5.007 3.070 -1.128
H -3.268 2.836 0.649
H -0.579 2.706 3.972
H 1.271 1.851 5.425
H 2.790 0.089 4.534
H 2.429 -0.768 2.232
O 5.116 0.032 -1.152
C 4.882 -1.164 -1.694
C 5.899 -1.922 -2.288
C 5.631 -3.162 -2.827
C 4.342 -3.685 -2.780
C 3.330 -2.959 -2.181
C 3.580 -1.702 -1.635
C 2.442 -1.017 -0.980
O 2.336 0.233 -0.872
O 1.508 -1.742 -0.545
H 6.054 0.264 -1.224
H 6.903 -1.522 -2.305
H 6.426 -3.727 -3.290
H 4.134 -4.656 -3.201
H 2.326 -3.353 -2.118
F -2.082 -0.961 0.939
B -1.474 -2.248 0.845
F -1.111 -2.318 -0.520
F -2.244 -3.251 1.240
F -0.268 -2.090 1.567
*
```

Properties
Lowest unoccupied orbital energy (spin up / spin down) ... -0.1461 / -0.2907 Eh
Orbital gap (spin up / spin down) ... 5.44 / 3.28 eV
HOMO energy (spin up / spin down) ... -9.415 / -11.196 eV
⟨S²⟩ ... 6.07

***

Computed, not measured: a structure of composition C20H21NO3, with ωB97M-V/def2-TZVPD.

Structure (ORCA input):
```
! wB97M-V def2-TZVPD RIJCOSX def2/J DEFGRID3
* xyz 0 1
C -2.314 -0.051 1.708
H -2.884 -0.814 1.040
O -1.824 0.817 0.732
C -2.436 1.529 -0.184
C -3.704 1.474 -0.374
C -4.453 2.125 -1.078
C -3.776 2.991 -1.892
C -2.535 2.935 -2.105
C -1.742 2.239 -1.138
O -0.423 2.541 -1.263
C 0.401 2.235 -0.058
C 1.911 2.102 -0.765
H 2.695 2.316 -0.054
H 2.047 3.104 -1.275
C 2.012 0.983 -1.731
N 1.749 -0.154 -0.766
C 0.563 -0.663 -0.913
C 0.559 -1.863 0.012
C 1.662 -1.975 0.484
C 2.455 -2.749 1.599
C 3.808 -2.496 1.742
C 4.467 -1.435 1.461
C 3.751 -0.601 0.427
C 2.520 -0.838 0.184
H 4.246 0.094 -0.269
H 5.379 -1.126 1.532
H 4.385 -2.921 2.481
H 1.852 -3.702 1.921
C -0.580 -2.751 0.215
O -1.714 -2.470 -0.430
C -0.599 -4.058 1.000
H -1.408 -4.574 0.899
H 0.240 -4.606 0.705
H -0.216 -3.552 1.984
H -0.250 -0.459 -1.538
H 2.841 0.832 -1.944
H 1.259 1.071 -2.599
H 0.387 3.408 0.712
H 0.240 1.521 0.533
H -2.014 3.505 -2.560
H -4.511 3.589 -2.665
H -5.566 1.915 -0.846
H -4.206 0.727 0.561
H -1.339 -0.452 2.235
H -2.934 0.257 2.283
*
```

Properties
Lowest unoccupied orbital energy ... 0.0069 Eh
Orbital gap ... 7.45 eV
HOMO energy ... -7.261 eV

***

Computed, not measured: the molecule C6H6N2, with ωB97M-V/def2-TZVPD.

Structure (ORCA input):
```
! wB97M-V def2-TZVPD RIJCOSX def2/J DEFGRID3
* xyz 0 1
C -0.825 -2.235 -0.616
C -0.636 1.203 -1.070
C 0.357 0.111 -0.694
C -0.200 -1.150 -0.101
C 0.524 -0.472 0.746
C 1.105 -0.089 1.998
N -1.425 -3.165 -0.957
N -0.817 1.622 -2.269
H -1.062 1.766 -0.218
H 1.142 -0.108 -1.451
H 0.719 0.970 2.128
H 2.166 -0.077 2.022
H 0.628 -0.505 2.945
H -1.677 2.130 -2.464
*
```

Properties
Structure (SMILES) ... [H]/N=C/[C@H]1C(C)=C1C#N
Lowest unoccupied orbital energy ... 0.0042 Eh
Orbital gap ... 9.64 eV
HOMO energy ... -9.523 eV

***

Computed, not measured: the molecule C6H8, with ωB97M-V/def2-TZVPD.

Structure (ORCA input):
```
! wB97M-V def2-TZVPD RIJCOSX def2/J DEFGRID3
* xyz 0 1
C -1.467 0.392 -0.066
C -0.252 0.397 -0.897
C 1.029 0.834 -0.183
C 1.290 -0.296 0.780
C 0.420 -1.296 0.607
C -0.551 -1.036 -0.503
H -1.431 0.641 0.986
H -2.401 0.604 -0.593
H -0.368 0.706 -1.931
H 0.915 1.803 0.324
H 1.848 0.945 -0.902
H 2.104 -0.272 1.500
H 0.448 -2.236 1.152
H -1.683 -1.077 -0.219
*
```

Properties
Structure (SMILES) ... C1=C[C@H]2C[C@H]2C1
Lowest unoccupied orbital energy ... 0.0404 Eh
Orbital gap ... 8.92 eV
HOMO energy ... -7.825 eV